(1)
{"formula": "C21H38NO5", "method": "ωB97M-V/def2-TZVPD", "lumo_ev": [0.19, -0.55], "spin_multiplicity": 2, "orbital_gap_ev": [9.367, 9.380], "mol_weight_g_mol": 384.537, "de_lowest_kcal_mol": 145.0, "species": ["C", "O", "C", "C", "C", "C", "C", "C", "C", "C", "C", "C", "O", "O", "C", "C", "O", "C", "C", "C", "C", "N", "O", "C", "C", "C", "C", "H", "H", "H", "H", "H", "H", "H", "H", "H", "H", "H", "H", "H", "H", "H", "H", "H", "H", "H", "H", "H", "H", "H", "H", "H", "H", "H", "H", "H", "H", "H", "H", "H", "H", "H", "H", "H", "H"], "coordinates": [[5.69369, -2.19267, 1.80328], [5.32930, -1.61633, 0.48011], [4.08317, -2.21216, -0.03468], [3.80265, -1.71516, -1.57169], [4.22328, -0.15833, -1.88213], [3.04669, 0.89909, -1.44997], [3.02621, 1.21872, 0.19134], [2.02354, 2.44899, 0.59974], [0.67789, 2.01808, 1.42309], [-0.56229, 1.44194, 0.50079], [-0.78145, 2.28084, -0.91550], [-1.92618, 1.65826, -1.90591], [-1.58416, 1.44933, -3.20870], [-3.32142, 1.34070, -1.56812], [-4.19958, 1.33129, -2.74788], [-4.71639, -0.10045, -3.40944], [-4.60003, 2.52554, -3.23298], [-1.92426, 1.61829, 1.37072], [-2.69693, 0.29379, 1.87062], [-4.28677, 0.45209, 1.37116], [-2.82434, 0.42632, 3.53895], [-2.09936, -1.04315, 1.63690], [-3.08089, -1.97676, 1.64492], [-1.28376, -1.23090, 0.40463], [-0.38381, -2.61934, 0.68498], [-2.14404, -1.59817, -0.96976], [-0.16455, -0.08320, 0.07546], [6.42769, -1.45053, 2.33876], [4.68374, -2.30569, 2.40217], [6.16881, -3.24653, 1.60991], [3.16481, -2.00664, 0.67886], [4.25213, -3.37628, -0.07486], [2.65555, -1.86108, -1.84964], [4.44188, -2.39320, -2.28495], [4.34702, -0.07188, -3.06183], [5.26398, 0.16422, -1.42708], [3.31796, 1.94938, -1.94827], [2.00700, 0.55254, -1.86109], [4.13483, 1.59315, 0.42901], [2.89080, 0.23838, 0.83791], [1.81568, 3.14594, -0.34682], [2.65033, 3.14769, 1.33886], [0.89578, 1.16991, 2.23488], [0.37950, 2.97441, 2.07318], [-0.96188, 3.40175, -0.62639], [0.24438, 2.20612, -1.52259], [-3.79018, -0.71275, -3.83054], [-5.55440, 0.06169, -4.23058], [-5.14622, -0.73470, -2.51208], [-1.66089, 2.28081, 2.32920], [-2.69423, 2.29995, 0.76357], [-4.49076, -0.02071, 0.32409], [-4.95285, -0.16527, 2.14596], [-4.65206, 1.56965, 1.42980], [-3.15620, 1.53490, 3.82242], [-3.59385, -0.36002, 3.98122], [-1.79627, 0.24485, 4.07148], [0.55363, -2.69089, -0.01205], [-1.06678, -3.59153, 0.63065], [-0.02319, -2.55721, 1.82119], [-1.65482, -1.11505, -1.94563], [-3.28407, -1.35500, -0.89488], [-2.07719, -2.77461, -1.16325], [0.80703, -0.38602, 0.69908], [0.12715, -0.21634, -1.06965]], "forces_ev_per_a": [[-0.80, -0.03, -0.53], [-1.17, -0.93, 0.94], [0.06, -0.75, -0.47], [0.52, 0.26, 0.02], [-0.56, 0.21, -0.69], [0.79, 0.76, 0.50], [1.15, 0.18, -0.71], [0.85, 0.24, 0.77], [0.06, 0.58, 0.08], [-0.01, 0.25, -0.49], [0.82, -0.42, 0.76], [0.97, -0.80, -7.15], [-2.05, 1.20, 8.26], [2.05, 0.74, -1.82], [-2.19, 5.73, -3.59], [0.50, 0.04, 1.20], [2.69, -8.11, 3.48], [0.16, 0.84, 0.13], [-2.23, 2.48, 2.59], [-0.52, -1.17, 0.87], [-0.01, 0.21, 0.22], [-2.89, -0.68, -2.65], [2.34, 1.46, 0.74], [2.39, -2.12, -2.13], [-0.44, 0.07, 1.36], [-0.09, -0.82, -0.57], [0.33, -0.74, 0.98], [-1.46, -1.57, -1.17], [2.15, 0.15, -0.82], [-0.79, 1.95, 0.63], [1.80, -0.21, -1.27], [-0.53, 2.04, 0.14], [2.43, 0.24, 0.68], [-1.28, 1.24, 1.40], [-0.31, -0.20, 2.45], [-2.24, -0.88, -0.70], [-0.73, -2.24, 0.95], [1.95, 0.60, 0.80], [-2.36, -0.90, -0.52], [0.03, 2.09, -1.33], [0.22, -1.66, 2.06], [-1.43, -1.51, -1.55], [-0.26, 1.79, -1.84], [0.26, -2.02, -1.64], [-0.08, -2.10, -0.86], [-2.65, 0.16, 1.03], [-1.91, 1.58, 0.88], [2.04, -0.01, 1.92], [0.77, 1.25, -1.82], [-0.50, -1.59, -2.08], [1.71, -1.70, 1.23], [0.53, 1.14, 1.89], [1.45, 1.35, -1.80], [1.00, -2.23, -0.26], [0.51, -2.48, -0.68], [1.61, 1.70, -1.09], [-1.78, 0.31, -1.19], [-1.92, 0.14, 1.17], [1.52, 2.21, -0.09], [-0.54, -0.09, -2.48], [-1.19, -0.79, 2.28], [2.28, -0.24, -0.13], [-0.20, 2.60, 0.59], [-2.12, 0.70, -1.38], [-0.74, 0.50, 2.50]]}

=====

(2)
{"formula": "C21H38O22PdS4", "method": "ωB97M-V/def2-TZVPD", "lumo_ev": [-0.63, -2.21], "spin_multiplicity": 3, "orbital_gap_ev": [9.203, 7.909], "mol_weight_g_mol": 877.201, "species": ["Pd", "S", "O", "O", "O", "O", "C", "C", "O", "C", "O", "O", "H", "H", "H", "H", "C", "C", "O", "C", "O", "O", "H", "H", "H", "H", "C", "C", "O", "C", "O", "O", "H", "H", "H", "H", "C", "C", "O", "C", "O", "O", "H", "H", "H", "H", "C", "C", "O", "C", "O", "O", "H", "H", "H", "H", "C", "S", "O", "C", "H", "H", "H", "H", "H", "H", "C", "S", "O", "C", "H", "H", "H", "H", "H", "H", "C", "S", "O", "C", "H", "H", "H", "H", "H", "H"], "coordinates": [[-0.82362, -1.61827, -2.24423], [-0.40836, -0.29028, -0.03185], [0.42806, 0.13413, 1.07777], [-0.47461, -1.76886, -0.12770], [-1.77853, 0.24373, -0.02940], [0.30342, -0.06896, -1.31760], [3.33039, 0.38839, -1.54597], [3.67551, -0.63414, -0.42523], [5.09073, -0.72351, -0.53024], [5.53920, -0.07821, -1.61028], [6.67302, -0.01920, -1.96810], [4.53537, 0.48269, -2.30243], [3.01823, 1.36603, -1.17891], [2.56461, 0.04957, -2.23604], [3.09484, -1.53771, -0.60096], [3.33094, -0.18420, 0.50189], [1.75134, -2.31085, 2.65083], [1.22761, -3.48661, 1.81194], [1.69643, -4.64804, 2.44326], [2.18603, -4.30634, 3.68115], [2.55213, -5.12388, 4.45749], [2.12498, -2.99661, 3.86349], [1.01036, -1.56646, 2.91573], [2.60928, -1.85181, 2.16299], [1.71705, -3.32032, 0.85226], [0.14042, -3.44991, 1.77827], [-0.23158, 3.71078, 1.88727], [-1.00288, 3.22870, 0.64477], [-1.90372, 4.32234, 0.38082], [-1.74001, 5.28715, 1.30599], [-2.34694, 6.31135, 1.30160], [-0.77528, 4.99599, 2.20501], [0.79319, 3.95335, 1.58572], [-0.24876, 2.99892, 2.71009], [-1.55471, 2.33394, 0.91514], [-0.26205, 3.07781, -0.13507], [-1.86712, -0.02689, 3.44916], [-1.83495, -1.51458, 3.07890], [-1.17311, -2.09407, 4.18848], [-1.03419, -1.21047, 5.20018], [-0.47464, -1.43507, 6.21383], [-1.60473, -0.03212, 4.84344], [-2.76242, 0.49574, 3.12304], [-1.02452, 0.47846, 2.96699], [-1.22767, -1.75290, 2.20765], [-2.83612, -1.91286, 2.89640], [1.89591, 1.19470, 4.07815], [2.69688, 1.66016, 2.89129], [3.80923, 0.72126, 2.90659], [3.84243, 0.07897, 4.08166], [4.63835, -0.76272, 4.35716], [2.84638, 0.51548, 4.87897], [1.18921, 0.42131, 3.74728], [1.27310, 1.90793, 4.61489], [3.21379, 2.61837, 2.92925], [2.08030, 1.50390, 2.00607], [-1.56194, 2.29890, -2.64982], [-2.53858, 1.06878, -3.52388], [-2.36938, -0.29292, -2.84781], [-4.15897, 1.62192, -2.98328], [-0.50994, 2.01926, -2.68219], [-1.87675, 2.23417, -1.60761], [-1.70532, 3.32412, -2.98587], [-4.93132, 1.05538, -3.50535], [-4.40826, 2.64552, -3.28178], [-4.30392, 1.60142, -1.90342], [-4.74903, -2.56591, -2.95372], [-3.86351, -3.26421, -1.52106], [-2.42453, -3.16850, -1.92546], [-4.22385, -1.90435, -0.37041], [-4.66368, -3.22713, -3.81057], [-4.33187, -1.57419, -3.10830], [-5.80857, -2.48903, -2.69853], [-5.27581, -1.88151, -0.07333], [-3.92145, -0.96670, -0.83010], [-3.73023, -2.14072, 0.57162], [0.31853, 0.83618, -6.05943], [1.13403, 0.40236, -4.48677], [0.43065, -0.78225, -3.87612], [2.65385, -0.27022, -5.22011], [0.29243, 0.04478, -6.80911], [0.85816, 1.67064, -6.50843], [-0.70321, 1.11008, -5.80471], [2.39961, -0.86700, -6.09241], [3.19455, -0.87487, -4.49507], [3.29013, 0.58068, -5.46585]], "forces_ev_per_a": [[0.01, -0.36, 0.05], [-0.28, 0.41, 1.04], [-0.23, 0.33, 0.13], [-0.89, -2.37, 1.12], [0.80, 0.29, 0.31], [0.83, 2.28, -1.34], [-0.28, -0.41, -0.34], [-1.21, 1.68, -0.88], [-0.32, -0.60, 0.71], [0.76, 0.02, -0.67], [-0.01, -0.15, 0.30], [-0.36, 0.40, 0.10], [0.25, 0.05, 0.11], [-0.16, -0.17, 0.27], [0.70, -0.51, 0.06], [0.54, -0.33, 0.40], [-0.10, -1.06, 0.73], [0.07, 1.55, -0.48], [0.28, 0.20, 0.30], [-0.45, -0.97, -0.43], [0.22, 0.11, 0.26], [0.43, 1.05, 0.17], [-0.04, 0.02, -0.16], [0.21, 0.10, 0.38], [-0.62, -0.75, -0.38], [0.06, -0.38, -0.36], [1.10, 0.61, -0.77], [0.15, 0.36, 1.52], [0.47, -0.68, -0.16], [-0.12, 1.07, 0.09], [-0.06, -0.19, 0.02], [-0.73, -0.76, -0.05], [0.09, -0.53, 0.37], [-0.17, 0.30, 0.18], [-0.12, -0.07, -0.64], [-0.51, -0.11, -0.47], [1.06, -0.16, -1.06], [0.01, 0.37, -0.45], [-0.11, -0.64, 0.20], [-0.17, 0.03, -0.57], [-0.04, 0.09, 0.41], [-0.41, 0.41, 0.49], [-0.28, -0.09, 0.65], [-0.07, -0.01, -0.07], [-0.12, 0.31, -0.13], [0.03, -0.26, 0.50], [-0.79, -0.74, -0.10], [0.76, -0.32, -0.22], [-0.64, 0.15, -0.88], [0.40, -0.64, 0.32], [-0.21, 0.40, 0.09], [0.06, 0.15, 0.76], [0.03, 0.17, -0.18], [0.63, 0.27, 0.29], [-0.68, 0.34, 0.15], [0.40, 0.22, -0.26], [0.02, -0.33, 1.01], [-0.08, -0.02, -0.01], [-0.87, 1.12, -0.47], [-0.85, 0.48, -0.18], [-0.03, -0.12, -0.18], [0.07, -0.06, 0.02], [-0.23, -0.17, -0.46], [0.23, -0.47, 0.20], [0.73, 0.08, -0.18], [0.35, -0.42, 0.03], [-0.43, -0.06, 0.78], [-0.75, 0.48, -0.43], [0.54, -0.23, -0.08], [-0.21, -0.41, 0.14], [0.32, 0.00, 0.02], [0.11, -0.10, -0.24], [0.04, 0.00, 0.07], [-0.15, -0.18, -0.58], [0.29, 0.03, 0.27], [0.58, 0.23, -0.27], [0.01, -0.18, 0.11], [0.30, -0.47, -0.37], [0.14, -0.06, -1.31], [-0.12, 0.28, 0.12], [0.11, -0.33, 0.36], [-0.05, 0.17, 0.27], [0.02, 0.19, -0.04], [0.02, 0.01, -0.02], [-0.23, 0.05, 0.21], [-0.05, -0.02, -0.18]]}

=====

(3)
{"formula": "C21H39BF5N6O5", "method": "ωB97M-V/def2-TZVPD", "lumo_ev": [-5.40, -5.40], "spin_multiplicity": 3, "orbital_gap_ev": [4.650, 5.474], "mol_weight_g_mol": 561.382, "charge": 1, "species": ["O", "B", "O", "O", "N", "N", "N", "C", "C", "F", "F", "C", "F", "F", "N", "F", "H", "H", "H", "C", "C", "C", "C", "C", "C", "N", "O", "C", "C", "C", "H", "H", "H", "H", "H", "H", "H", "H", "H", "H", "H", "H", "H", "H", "H", "H", "H", "H", "C", "C", "C", "C", "C", "C", "N", "O", "C", "C", "C", "H", "H", "H", "H", "H", "H", "H", "H", "H", "H", "H", "H", "H", "H", "H", "H", "H", "H"], "coordinates": [[-2.65116, -0.82527, 5.65673], [-2.44713, -0.54094, 4.34287], [-1.36001, -1.00322, 3.72288], [-3.29386, 0.30728, 3.51398], [-4.54234, 0.45382, 3.94532], [-4.94730, 1.56703, 4.40523], [-6.21978, 1.45807, 4.70809], [-6.59924, 0.22305, 4.41549], [-8.02085, -0.28267, 4.65864], [-8.18239, -0.68736, 5.91245], [-8.83202, 0.74887, 4.47428], [-8.50365, -1.39972, 3.71740], [-8.44568, -1.02011, 2.44307], [-7.86533, -2.55243, 3.94275], [-5.54848, -0.40482, 3.92217], [-5.46636, -1.64205, 3.47388], [-3.57702, -0.92863, 5.91730], [-1.18367, -1.91609, 3.99442], [-9.56136, -1.57542, 3.95115], [0.95258, 2.24366, -1.33621], [1.26136, 3.36469, -0.30654], [2.44281, 2.95804, 0.58886], [2.08893, 1.97086, 1.69788], [0.87063, 2.44728, 2.48006], [-0.32623, 2.72960, 1.56881], [0.02159, 3.66787, 0.46805], [0.11976, 4.86036, 0.96711], [-0.84920, 1.39088, 1.00822], [-1.48628, 3.26552, 2.41132], [1.72437, 4.55866, -1.14616], [-0.11739, 2.06441, -1.43856], [1.28623, 2.50574, -2.34021], [1.43296, 1.29712, -1.07939], [2.86150, 3.85300, 1.06167], [3.24234, 2.53878, -0.02560], [1.91828, 0.97261, 1.28294], [2.93878, 1.86581, 2.37640], [0.59932, 1.69784, 3.22920], [1.13487, 3.35104, 3.03876], [-1.68736, 1.55064, 0.32643], [-1.20158, 0.75486, 1.82112], [-0.09348, 0.81140, 0.48321], [-1.21575, 4.15659, 2.97605], [-1.80111, 2.51302, 3.13712], [-2.34762, 3.50580, 1.78355], [0.92019, 4.93243, -1.78241], [2.55238, 4.25796, -1.78841], [2.08706, 5.38193, -0.53173], [3.14532, -4.38177, -4.50254], [2.15549, -3.25277, -4.09980], [2.25571, -2.07517, -5.08432], [3.45869, -1.16085, -4.86334], [3.55572, -0.74122, -3.40215], [3.57642, -1.94008, -2.45164], [2.42182, -2.85178, -2.68524], [1.35568, -2.29196, -2.20153], [4.91505, -2.68547, -2.62418], [3.61900, -1.44184, -1.00322], [0.76422, -3.86930, -4.26923], [3.66799, -4.79281, -3.63950], [2.62850, -5.22977, -4.95132], [3.89250, -4.04596, -5.22347], [1.35247, -1.46016, -5.00349], [2.27304, -2.45360, -6.10843], [4.38004, -1.65195, -5.18888], [3.36167, -0.27268, -5.49211], [4.45410, -0.13644, -3.25692], [2.71055, -0.08556, -3.16452], [4.95829, -3.56805, -1.98359], [5.74524, -2.03559, -2.34517], [5.11153, -3.00003, -3.64656], [2.78849, -0.77925, -0.75721], [4.53273, -0.87456, -0.82332], [3.60805, -2.27741, -0.30034], [0.60584, -4.69055, -3.56766], [0.65602, -4.26215, -5.28032], [-0.03253, -3.13907, -4.12958]], "forces_ev_per_a": [[-1.37, -0.03, -0.66], [1.25, -0.50, 0.69], [-0.45, -0.11, -0.66], [-0.82, -1.03, -0.24], [1.68, 0.94, -0.06], [-0.08, 0.88, 0.40], [-0.20, -0.11, 0.01], [-0.90, 0.56, 0.52], [-0.28, -0.42, -0.77], [0.59, -0.36, 0.57], [-0.13, 0.70, -0.31], [-2.06, -0.28, 0.76], [0.89, 0.14, -0.51], [0.81, -0.15, -0.19], [-0.52, -1.16, -0.29], [0.61, 0.22, -0.07], [0.33, 0.18, 0.53], [0.55, 0.30, 0.12], [0.09, 0.19, 0.17], [-0.21, -0.33, -0.01], [0.50, -1.02, -1.86], [-0.05, 0.06, 0.69], [0.03, -0.11, -0.06], [0.48, 0.19, -0.05], [-1.16, -1.72, 0.28], [1.61, 1.15, 1.65], [-0.65, 0.27, -0.35], [0.15, -0.12, -0.29], [0.03, 0.67, -0.06], [-0.29, 0.59, 0.37], [0.01, 0.01, 0.11], [0.19, 0.11, 0.12], [-0.09, -0.02, 0.02], [-0.14, 0.07, -0.07], [-0.12, 0.07, -0.18], [-0.07, 0.03, -0.01], [0.00, 0.01, -0.04], [-0.18, 0.00, -0.08], [-0.09, 0.09, -0.13], [0.04, 0.06, -0.02], [0.06, 0.12, 0.08], [-0.03, 0.04, -0.05], [0.03, 0.05, -0.14], [0.15, -0.12, -0.09], [0.05, 0.04, -0.02], [-0.01, -0.02, 0.02], [-0.07, -0.22, 0.05], [-0.17, 0.00, 0.05], [0.32, -0.06, 0.09], [0.53, -1.65, -1.23], [0.07, 0.64, 0.22], [0.03, -0.10, -0.07], [-0.34, 0.15, -0.38], [2.06, -0.11, 0.54], [-1.42, 2.17, -0.61], [-0.09, -0.54, 0.59], [0.05, -0.24, -0.31], [-0.63, 0.02, 0.22], [-0.39, 0.31, 0.54], [0.00, 0.10, 0.02], [-0.12, 0.15, -0.09], [0.04, 0.02, 0.07], [-0.03, -0.10, 0.14], [-0.06, -0.20, 0.09], [0.00, -0.03, 0.08], [-0.02, -0.04, -0.01], [0.05, -0.14, 0.17], [-0.08, -0.15, 0.10], [-0.05, 0.01, -0.01], [-0.12, 0.09, 0.07], [-0.06, -0.05, 0.03], [-0.11, -0.13, -0.09], [0.07, -0.09, -0.21], [-0.05, -0.01, -0.04], [0.03, 0.02, 0.00], [0.23, 0.02, -0.01], [0.07, 0.00, 0.16]]}